A cluster of 2 separate species, Cl4FNOP2S in total in a non-equilibrium geometry, computed with ωB97M-V/def2-TZVPD.

```
10
Properties=species:S:1:pos:R:3
N -1.1977 1.2191 1.3144
O 1.8044 -2.0247 -1.5325
F 1.9807 0.9868 1.3949
P -1.9696 0.2668 0.4487
P 0.9529 0.1923 0.4024
S 2.5615 -1.4662 -0.4206
Cl -3.8684 0.9523 -0.0018
Cl -2.2453 -1.6533 1.1026
Cl -1.3355 -0.2236 -1.4278
Cl 1.1944 1.3437 -1.1025
```

Output
Energy relative to the best compared isomer or geometry (same formula, charge and spin) in kcal/mol: 61.92
HOMO-LUMO gap (spin up / spin down) in eV: 7.17 / 6.53
Max |F| in Eh/bohr: 0.064
E in a.u.: -3151.504734
LUMO energy (spin up / spin down) in Ha: -0.0729 / -0.1171